No. 1
84
Properties=species:S:1:pos:R:3 method="wB97M-V/def2-TZVPD" homo_lumo_gap_ev=9.63 fmax_ev_per_a=4.56 spin_multiplicity=1 charge=0 de_lowest_kj_mol=256.8 e_lumo_ev=0.4
C -4.12 -2.72 -0.53
C -5.64 -2.86 -0.64
O -5.82 -3.85 -1.65
C -7.04 -4.40 -1.78
C -7.02 -5.75 -2.46
O -8.01 -3.95 -1.20
H -3.82 -1.90 0.13
H -3.67 -2.51 -1.50
H -3.69 -3.61 -0.07
H -6.08 -3.14 0.32
H -6.09 -1.90 -0.89
H -6.35 -5.59 -3.31
H -7.99 -6.18 -2.66
H -6.49 -6.38 -1.75
C -0.24 3.43 2.14
C 0.65 4.15 1.11
O 2.00 3.98 1.54
C 2.97 4.44 0.75
C 4.35 4.20 1.30
O 2.76 4.91 -0.34
H -1.27 3.34 1.82
H -0.13 3.96 3.09
H 0.04 2.39 2.33
H 0.52 3.74 0.11
H 0.42 5.22 1.11
H 4.34 3.88 2.34
H 4.90 5.15 1.27
H 4.94 3.59 0.62
C 3.88 1.10 4.52
C 2.99 1.23 3.31
O 2.72 0.00 2.65
C 3.11 -0.19 1.40
C 3.14 -1.65 0.99
O 3.34 0.70 0.62
H 3.39 0.89 5.47
H 4.43 2.04 4.62
H 4.61 0.31 4.33
H 2.07 1.79 3.52
H 3.52 1.87 2.60
H 2.38 -2.07 1.66
H 4.07 -2.12 1.29
H 2.92 -1.81 -0.05
C 3.43 3.52 -3.05
C 2.42 2.48 -2.62
O 3.07 1.23 -2.53
C 2.42 0.11 -2.31
C 3.30 -0.98 -1.77
O 1.21 0.02 -2.33
H 2.91 4.44 -3.33
H 4.06 3.22 -3.89
H 4.09 3.79 -2.22
H 1.96 2.75 -1.67
H 1.62 2.51 -3.37
H 3.72 -0.73 -0.80
H 4.14 -1.13 -2.47
H 2.80 -1.94 -1.71
C -3.14 -1.86 3.51
C -2.19 -2.83 4.15
C -0.75 -2.79 3.67
O -2.55 -3.59 5.00
H -3.03 -0.89 4.00
H -4.14 -2.22 3.76
H -3.01 -1.77 2.43
H -0.09 -3.45 4.23
H -0.32 -1.80 3.79
H -0.71 -3.04 2.61
C -0.25 0.80 -0.67
C -0.85 -0.17 0.31
C -0.64 -1.63 0.07
O -1.62 0.18 1.19
H 0.58 0.31 -1.18
H 0.24 1.60 -0.11
H -0.98 1.33 -1.28
H 0.43 -1.86 0.11
H -0.79 -1.83 -1.00
H -1.14 -2.33 0.72
Br 0.49 2.16 -5.92
C -1.02 0.99 -5.57
C -0.76 0.15 -4.34
Br -2.38 -0.61 -3.51
H -1.17 0.45 -6.50
H -1.90 1.60 -5.41
H -0.33 0.82 -3.60
H -0.11 -0.71 -4.50

No. 2
78
Properties=species:S:1:pos:R:3 method="wB97M-V/def2-TZVPD" homo_lumo_gap_ev="2.19 / 4.79" fmax_ev_per_a=4.93 spin_multiplicity=6 charge=-1 e_lumo_ev="2.6 / 0.7"
Ru -1.06 -0.57 0.61
Cl -0.22 0.39 -1.93
P -2.73 -0.81 -0.78
C -2.94 -1.74 -2.40
C -3.67 -1.75 0.58
C -3.52 0.84 -1.14
C -1.75 -2.66 -2.73
H -2.96 -0.93 -3.15
C -4.26 -2.52 -2.46
H -4.23 -3.40 -1.82
H -4.42 -2.85 -3.50
H -5.11 -1.90 -2.16
H -0.83 -2.09 -2.91
H -1.98 -3.26 -3.63
H -1.56 -3.36 -1.91
H -2.84 1.22 -1.93
C -3.49 1.81 0.04
C -4.92 0.65 -1.72
H -4.91 0.12 -2.68
H -5.36 1.64 -1.87
H -5.55 0.08 -1.01
H -3.05 1.37 0.95
H -4.51 2.13 0.29
H -2.90 2.70 -0.19
C -3.08 -3.15 0.69
H -4.73 -1.75 0.28
C -3.42 -0.96 1.88
H -3.25 -3.77 -0.19
H -3.52 -3.66 1.55
H -1.99 -3.11 0.88
H -2.35 -0.66 2.05
H -3.51 -1.60 2.77
H -4.00 -0.05 1.93
Cl 0.16 -2.04 1.94
H -0.77 -1.77 -0.38
P 3.41 0.42 -0.90
C 3.82 1.85 -1.91
C 4.25 0.19 0.74
C 3.37 -1.08 -1.96
C 2.68 2.88 -1.89
H 3.92 1.45 -2.94
C 5.17 2.40 -1.45
H 5.10 2.82 -0.43
H 5.48 3.22 -2.11
H 5.95 1.63 -1.45
H 1.75 2.47 -2.28
H 2.97 3.76 -2.48
H 2.49 3.22 -0.86
H 2.80 -0.78 -2.86
C 2.66 -2.33 -1.39
C 4.83 -1.31 -2.34
H 5.22 -0.46 -2.92
H 4.95 -2.21 -2.97
H 5.47 -1.43 -1.46
H 1.77 -2.06 -0.81
H 3.34 -2.93 -0.77
H 2.33 -2.97 -2.22
C 3.80 1.26 1.73
H 5.31 0.33 0.45
C 4.05 -1.21 1.32
H 4.00 2.28 1.39
H 4.32 1.12 2.69
H 2.72 1.17 1.92
H 2.98 -1.45 1.41
H 4.45 -1.26 2.33
H 4.54 -2.01 0.74
Te -0.09 1.83 0.71
C -0.56 2.20 2.74
C -1.28 3.35 3.10
C -1.65 3.52 4.43
C -1.26 2.58 5.39
C -0.51 1.45 5.03
C -0.18 1.24 3.68
H -1.53 4.08 2.33
H -2.23 4.39 4.74
H -1.53 2.71 6.44
H -0.18 0.73 5.77
H 0.34 0.34 3.36

No. 3
109
Properties=species:S:1:pos:R:3 method="wB97M-V/def2-TZVPD" homo_lumo_gap_ev="10.21 / 7.30" fmax_ev_per_a=11.65 spin_multiplicity=3 charge=0 e_lumo_ev="-0.2 / -3.1"
Pd 9.47 13.15 -5.49
N 9.60 11.46 -4.33
S 8.97 10.12 -4.19
O 8.27 9.93 -2.90
O 9.58 8.97 -4.84
F 7.63 10.49 -5.02
S 11.02 10.88 -3.48
O 12.18 10.48 -4.30
O 10.82 10.32 -2.15
F 11.44 12.35 -3.12
N 10.11 15.05 -6.09
S 9.74 15.90 -7.51
O 10.77 16.22 -8.49
O 8.71 16.87 -7.32
F 8.92 14.69 -8.18
S 11.10 16.12 -5.63
O 10.54 17.34 -5.10
O 12.32 16.25 -6.41
F 11.65 15.35 -4.32
C 4.14 15.90 -7.15
C 5.50 15.34 -6.67
O 5.22 14.26 -5.88
C 6.15 13.34 -5.52
O 7.23 13.17 -6.05
O 5.72 12.49 -4.48
C 4.50 12.73 -3.82
H 4.39 16.52 -8.02
H 3.73 16.53 -6.37
H 3.53 15.14 -7.63
H 6.02 16.03 -6.00
H 6.27 15.18 -7.42
H 3.65 12.77 -4.50
H 4.50 13.69 -3.30
H 4.19 11.97 -3.10
C 7.91 12.12 -11.11
C 8.06 11.82 -9.59
O 9.32 11.16 -9.53
C 9.90 11.06 -8.35
O 9.65 11.77 -7.33
O 10.88 10.23 -8.48
C 11.75 9.82 -7.43
H 8.64 12.86 -11.40
H 6.99 12.57 -11.46
H 8.17 11.27 -11.74
H 7.21 11.18 -9.35
H 7.98 12.73 -9.00
H 12.60 10.49 -7.56
H 12.02 8.78 -7.64
H 11.37 10.03 -6.43
C 11.03 17.26 -0.01
C 11.27 16.22 -1.10
O 11.30 14.87 -0.74
C 12.35 14.13 -0.37
O 12.31 12.90 -0.32
O 13.48 14.87 -0.29
C 14.65 14.18 0.25
H 10.25 16.98 0.69
H 10.74 18.20 -0.47
H 11.90 17.46 0.62
H 12.23 16.37 -1.59
H 10.48 16.25 -1.86
H 14.68 13.15 -0.11
H 14.65 14.03 1.33
H 15.52 14.73 -0.12
C 15.39 13.47 -3.40
C 14.06 13.05 -4.03
O 14.29 13.12 -5.46
C 13.20 13.05 -6.29
O 12.07 12.78 -5.90
O 13.64 13.36 -7.54
C 12.67 13.63 -8.55
H 16.11 12.67 -3.23
H 15.18 13.81 -2.38
H 15.91 14.26 -3.95
H 13.25 13.74 -3.83
H 13.71 12.08 -3.67
H 12.72 14.61 -9.02
H 11.64 13.64 -8.20
H 12.71 12.89 -9.35
C 3.24 10.37 -13.56
C 3.84 11.24 -12.51
O 3.83 10.66 -11.19
C 4.22 11.42 -10.17
O 4.52 12.55 -10.30
O 4.17 10.66 -9.06
C 4.53 11.26 -7.86
H 2.16 10.21 -13.59
H 3.70 9.39 -13.57
H 3.46 10.87 -14.50
H 3.24 12.15 -12.51
H 4.83 11.51 -12.88
H 4.07 10.71 -7.04
H 4.25 12.31 -7.79
H 5.61 11.28 -7.67
C 8.13 12.19 0.02
C 8.41 12.81 -1.30
O 8.02 14.14 -1.44
C 8.22 14.77 -2.59
O 8.57 14.26 -3.70
O 7.85 16.03 -2.31
C 7.98 17.00 -3.34
H 7.12 12.45 0.34
H 8.76 12.59 0.81
H 8.29 11.12 -0.08
H 7.84 12.30 -2.07
H 9.48 12.66 -1.45
H 8.19 16.62 -4.34
H 8.65 17.82 -3.09
H 7.00 17.45 -3.55